Record 1
Computed, not measured: a molecular structure, C24H20N5O2OsS3, with ωB97M-V/def2-TZVPD.

```
! RIJCOSX wB97M-V def2-TZVPD def2/J DEFGRID3
* xyz 1 1
Os 1.662 3.782 0.077
N 4.927 6.362 0.299
C 3.724 5.805 0.286
O 3.615 4.554 0.367
C 2.486 6.629 0.181
C 1.386 5.776 -0.460
H 5.747 5.785 0.399
H 5.035 7.359 0.241
H 2.682 7.580 -0.320
H 2.192 6.858 1.211
H 1.453 5.821 -1.559
H 0.410 6.166 -0.180
S -0.819 3.074 3.852
C -0.484 4.135 2.621
S 1.221 3.920 2.196
S -1.457 5.287 2.004
C -4.211 -8.584 -0.244
O -2.825 -8.274 -0.206
C -2.462 -6.977 -0.213
C -1.086 -6.730 -0.176
C -0.614 -5.439 -0.183
C -1.499 -4.357 -0.227
C -2.863 -4.612 -0.262
C -3.354 -5.909 -0.255
C -0.953 -3.001 -0.236
N 0.324 -2.698 -0.160
C 0.374 -1.335 -0.198
C -0.889 -0.792 -0.302
N -1.732 -1.875 -0.332
C -1.137 0.608 -0.404
C -2.388 1.215 -0.613
C -2.461 2.574 -0.752
C -1.299 3.343 -0.635
N -0.118 2.802 -0.394
C -0.014 1.443 -0.315
C 1.313 0.889 -0.182
N 2.344 1.771 -0.129
C 3.589 1.326 -0.074
C 3.881 -0.040 -0.058
C 2.853 -0.950 -0.087
C 1.528 -0.491 -0.151
H -4.275 -9.667 -0.234
H -4.673 -8.201 -1.157
H -4.728 -8.181 0.629
H -0.412 -7.575 -0.142
H 0.450 -5.246 -0.156
H -3.584 -3.804 -0.294
H -4.421 -6.073 -0.280
H -2.735 -1.861 -0.366
H -3.286 0.612 -0.673
H -3.403 3.073 -0.931
H -1.325 4.420 -0.715
H 4.363 2.080 -0.028
H 4.912 -0.360 -0.012
H 3.036 -2.016 -0.069
*
```

The energy comes out at -71726.6817 eV. For the HOMO energy (alpha / beta), the calculation gives -0.3663 / -0.3669 hartree. Its HOMO-LUMO gap (alpha / beta) is 5.33 / 5.37 eV. The lowest unoccupied orbital energy (alpha / beta) comes out at -4.633 / -4.611 eV.

---

Record 2
Computed, not measured: a molecular structure, C9H12B2Cl3F8O21Y, with ωB97M-V/def2-TZVPD.

```
! RIJCOSX wB97M-V def2-TZVPD def2/J DEFGRID3
* xyz -2 1
Y 5.161 -9.719 -14.690
Cl 8.643 -9.908 -17.095
O 8.965 -8.872 -18.051
O 8.419 -11.150 -17.822
O 9.709 -10.067 -16.148
O 7.417 -9.563 -16.405
Cl 1.956 -10.893 -15.262
O 0.961 -11.198 -14.282
O 2.337 -9.481 -15.184
O 3.217 -11.573 -15.026
O 1.444 -11.180 -16.569
Cl 4.275 -7.066 -11.945
O 4.675 -7.889 -10.835
O 2.998 -6.460 -11.669
O 5.222 -6.052 -12.265
O 4.115 -7.968 -13.104
B 5.300 -7.061 -16.149
F 4.459 -6.011 -15.876
F 5.954 -7.459 -14.938
F 4.733 -8.291 -16.595
F 6.180 -6.709 -17.169
B 8.013 -9.172 -12.359
F 8.667 -7.945 -12.172
F 8.982 -10.175 -12.605
F 7.356 -9.507 -11.158
F 7.094 -9.085 -13.442
C 5.432 -12.745 -19.655
C 3.923 -12.763 -19.487
O 3.719 -11.654 -18.601
C 4.840 -11.519 -17.879
O 5.017 -10.748 -16.999
O 5.806 -12.360 -18.335
H 5.781 -12.030 -20.403
H 5.829 -13.731 -19.886
H 3.653 -13.674 -18.945
H 3.288 -12.631 -20.357
C 3.389 -12.787 -10.327
C 4.356 -11.952 -9.447
O 5.013 -11.106 -10.401
C 4.614 -11.390 -11.635
O 4.995 -10.809 -12.604
O 3.806 -12.460 -11.658
H 2.375 -12.413 -10.221
H 3.519 -13.856 -10.194
H 5.057 -12.491 -8.821
H 3.759 -11.215 -8.908
C 9.477 -12.801 -15.203
C 8.701 -13.497 -16.302
O 7.352 -13.417 -15.774
C 7.303 -12.372 -14.951
O 6.299 -11.797 -14.629
O 8.514 -11.946 -14.617
H 10.274 -12.173 -15.603
H 9.943 -13.462 -14.470
H 8.921 -14.551 -16.477
H 8.692 -13.044 -17.294
*
```

The energy comes out at -114226.6668 eV. For the HOMO energy, the calculation gives -0.1537 hartree. Its HOMO-LUMO gap is 7.96 eV. The lowest unoccupied orbital energy comes out at 3.781 eV.

---

Record 3
Computed, not measured: a molecular structure, C3H10NO2Si, with ωB97M-V/def2-TZVPD.

```
! RIJCOSX wB97M-V def2-TZVPD def2/J DEFGRID3
* xyz 1 1
C 2.472 0.787 -0.330
C 1.102 0.898 0.304
C 0.426 -0.299 0.667
N 1.065 -1.557 0.252
O 2.999 -0.242 -0.506
O -1.039 -0.414 -0.517
Si -2.552 0.150 -0.159
H 2.933 1.820 -0.605
H 1.081 1.617 1.139
H 0.453 1.607 -0.397
H -0.049 -0.163 1.587
H 0.883 -2.287 0.827
H 0.467 -1.529 -0.637
H 2.081 -1.418 0.117
H -3.340 -0.461 0.750
H -2.419 1.562 0.185
H -2.826 -0.520 -1.424
*
```

The energy comes out at -16725.6588 eV. For the HOMO energy, the calculation gives -0.5249 hartree. Its HOMO-LUMO gap is 10.04 eV. The energy relative to the best compared isomer or geometry (same formula, charge and spin) comes out at 139.7 kcal/mol. The lowest unoccupied orbital energy comes out at -4.245 eV.

---

Record 4
Computed, not measured: a molecular structure, C10H31AgN6O8, with ωB97M-V/def2-TZVPD.

```
! RIJCOSX wB97M-V def2-TZVPD def2/J DEFGRID3
* xyz 1 2
Ag -1.021 -0.410 -0.258
C -6.290 0.098 -4.767
C -4.880 -0.546 -4.859
C -4.429 -1.272 -6.184
O -3.768 0.206 -4.503
H -6.973 -0.464 -5.403
H -6.364 1.111 -5.164
H -6.718 0.058 -3.765
H -4.904 -1.327 -4.099
H -3.997 -0.667 -6.981
H -5.266 -1.813 -6.625
H -3.683 -2.065 -6.135
C 6.310 -0.674 -1.792
C 7.293 0.162 -1.014
O 7.054 1.476 -1.383
O 4.978 -0.186 -1.860
H 6.239 -1.687 -1.395
H 6.633 -0.655 -2.833
H 8.343 -0.056 -1.206
H 7.012 0.201 0.039
H 7.632 2.063 -0.890
H 5.223 0.645 -2.274
C -3.176 -4.999 0.366
C -1.920 -5.614 -0.193
O -1.211 -4.555 -0.868
O -3.162 -3.801 1.068
H -3.596 -5.494 1.241
H -3.976 -5.148 -0.360
H -2.241 -6.533 -0.682
H -1.265 -5.920 0.623
H -0.605 -4.968 -1.488
H -3.943 -3.724 1.622
C -2.721 3.081 4.768
O -2.512 2.469 3.769
N -3.838 3.201 5.330
N -1.786 3.910 5.294
H -4.581 2.537 5.161
H -4.081 4.157 5.548
H -2.014 4.613 5.982
H -0.904 3.857 4.805
C 2.792 -2.328 4.635
O 2.211 -1.875 3.640
N 3.102 -1.723 5.725
N 3.022 -3.557 4.892
H 3.868 -2.122 6.249
H 2.720 -0.814 5.942
H 3.798 -3.808 5.486
H 2.726 -4.198 4.170
C 1.628 5.688 -1.075
O 1.431 4.491 -0.944
N 1.635 6.270 -2.262
N 1.993 6.514 -0.124
H 2.186 7.094 -2.455
H 1.382 5.552 -2.925
H 2.281 6.111 0.756
H 2.333 7.439 -0.346
*
```

The energy comes out at -40180.1134 eV. For the HOMO energy (alpha / beta), the calculation gives -0.4210 / -0.4210 hartree. Its HOMO-LUMO gap (alpha / beta) is 5.72 / 5.71 eV. The energy relative to the best compared isomer or geometry (same formula, charge and spin) comes out at 35.5 kcal/mol. The lowest unoccupied orbital energy (alpha / beta) comes out at -5.740 / -5.741 eV.

---

Record 5
Computed, not measured: 4 unconnected molecules or ions with the total composition H7O3S, with ωB97M-V/def2-TZVPD.

```
! RIJCOSX wB97M-V def2-TZVPD def2/J DEFGRID3
* xyz -1 1
S 1.258 -0.862 1.533
H 0.697 -2.082 1.677
H -1.350 2.443 -2.969
H -0.853 2.734 -1.525
O -1.410 3.056 -2.234
H -0.287 0.835 1.105
H -0.637 2.194 1.818
O -0.873 1.618 1.105
H 0.624 -2.436 -1.131
H -0.653 -3.122 -1.046
O 0.027 -2.938 -1.697
*
```

The energy comes out at -17092.9816 eV. For the HOMO energy, the calculation gives -0.1243 hartree. Its HOMO-LUMO gap is 7.11 eV. The energy relative to the best compared isomer or geometry (same formula, charge and spin) comes out at 14.9 kcal/mol. The lowest unoccupied orbital energy comes out at 3.725 eV.

---

Record 6
Computed, not measured: 2 unconnected molecules or ions with the total composition C25H47BN5O6, with ωB97M-V/def2-TZVPD.

```
! RIJCOSX wB97M-V def2-TZVPD def2/J DEFGRID3
* xyz 1 1
C -4.379 -2.182 -1.308
O -3.294 -1.265 -1.048
B -2.077 -1.931 -0.811
O -1.789 -3.244 -1.304
N -1.066 -1.230 -0.027
C -1.201 0.230 0.085
N -2.213 0.640 1.107
C 0.247 -1.777 -0.003
N 0.736 -2.552 1.094
C 1.298 -1.763 2.216
C 1.782 -0.294 1.860
C 2.882 0.152 2.944
N 2.669 -0.468 4.275
C -0.125 -3.675 1.495
C -1.381 -3.335 2.388
C -2.349 -4.590 2.601
C -2.855 -4.473 4.116
C -3.677 -4.478 1.714
N 1.096 -1.603 -0.988
C 2.443 -2.248 -0.918
C 2.350 -3.811 -1.222
O 3.395 -4.331 -1.519
C 0.834 -0.802 -2.199
C 1.832 0.394 -2.397
C 1.786 1.641 -1.624
C 2.765 2.726 -1.805
C 3.853 2.609 -2.787
C 3.891 1.393 -3.599
C 2.908 0.301 -3.419
C 3.092 -0.933 -4.375
H -4.759 -2.721 -0.405
H -5.239 -1.554 -1.683
H -4.165 -2.917 -2.133
H -2.168 -3.869 -0.654
H -1.599 0.626 -0.899
H -0.266 0.806 0.289
H -2.858 1.281 0.628
H -1.766 1.241 1.812
H 0.648 -1.674 3.122
H 2.227 -2.315 2.563
H 2.286 -0.195 0.868
H 0.916 0.395 2.022
H 2.725 1.264 3.070
H 3.933 0.045 2.543
H 3.168 -1.370 4.231
H 3.237 0.067 4.946
H -0.479 -4.271 0.606
H 0.510 -4.393 2.097
H -1.957 -2.424 2.084
H -0.984 -3.110 3.424
H -1.819 -5.571 2.475
H -3.533 -5.311 4.410
H -1.985 -4.352 4.826
H -3.409 -3.486 4.174
H -3.696 -5.196 0.853
H -3.759 -3.400 1.413
H -4.558 -4.666 2.394
H 2.967 -2.050 0.049
H 3.128 -1.849 -1.720
H 1.372 -4.371 -1.206
H 0.967 -1.497 -3.079
H -0.196 -0.385 -2.288
H 1.003 1.827 -0.857
H 2.735 3.666 -1.197
H 4.597 3.442 -2.873
H 4.692 1.288 -4.364
H 3.786 -1.715 -3.973
H 3.572 -0.548 -5.322
H 2.106 -1.364 -4.709
C -0.024 8.883 -0.839
C -1.494 8.535 -0.963
O -1.683 7.243 -1.561
C -1.403 6.199 -0.782
O -1.022 6.239 0.361
O -1.603 5.078 -1.497
C -1.239 3.890 -0.806
H 0.471 8.810 -1.810
H 0.102 9.895 -0.450
H 0.493 8.195 -0.168
H -1.977 9.254 -1.626
H -2.006 8.589 0.000
H -1.754 3.817 0.153
H -0.157 3.859 -0.667
H -1.535 3.040 -1.422
*
```

The energy comes out at -47092.8064 eV. For the HOMO energy, the calculation gives -0.4334 hartree. Its HOMO-LUMO gap is 8.41 eV. The lowest unoccupied orbital energy comes out at -3.380 eV.

---

Record 7
Computed, not measured: a molecular structure, C13H15Cl3F5N2O5SSiSmTe, with ωB97M-V/def2-TZVPD.

```
! RIJCOSX wB97M-V def2-TZVPD def2/J DEFGRID3
* xyz 0 6
Sm -1.211 -0.749 -0.118
F -2.344 0.160 1.275
Te -2.961 -2.426 3.417
F -0.100 -1.161 1.775
F -3.153 -1.547 5.115
F -5.734 -1.167 1.652
F -1.539 -3.557 3.932
O -3.546 -1.647 -0.206
O -1.999 1.138 -2.705
C -1.334 1.884 -1.909
N -0.378 1.364 -1.066
S 0.503 2.610 -0.404
O 0.608 2.337 1.026
O 1.756 2.838 -1.135
C -0.701 3.913 -0.670
C -0.991 5.056 0.078
C -2.191 5.688 -0.211
C -3.078 5.140 -1.171
C -2.805 3.981 -1.913
C -1.617 3.338 -1.595
H -0.366 5.329 0.921
H -2.504 6.561 0.352
H -4.004 5.706 -1.384
H -3.544 3.537 -2.592
O 0.484 -2.439 -0.611
C 1.704 -2.473 -0.252
C 2.707 -3.316 -1.083
C 3.872 -2.627 -1.784
C 4.915 -1.932 -0.887
C 4.316 -0.958 0.098
C 3.495 -1.543 1.271
N 2.122 -1.925 0.909
H 2.094 -3.904 -1.767
H 3.095 -4.073 -0.349
H 3.440 -1.833 -2.411
H 4.351 -3.335 -2.454
H 5.577 -1.345 -1.518
H 5.608 -2.613 -0.373
H 3.684 -0.231 -0.458
H 5.169 -0.403 0.535
H 3.458 -0.773 2.072
H 3.990 -2.482 1.695
H 1.358 -1.491 1.446
Cl -4.761 -3.738 4.236
Si -5.060 -1.520 0.277
Cl -6.354 0.004 -0.814
Cl -6.030 -3.376 -0.243
*
```

The energy comes out at -122015.5259 eV. For the HOMO energy (alpha / beta), the calculation gives -0.3404 / -0.3407 hartree. Its HOMO-LUMO gap (alpha / beta) is 4.89 / 4.90 eV. The energy relative to the best compared isomer or geometry (same formula, charge and spin) comes out at 0.0 kcal/mol. The lowest unoccupied orbital energy (alpha / beta) comes out at -4.367 / -4.367 eV.

---

Record 8
Computed, not measured: a molecular structure, C37H54BN8STl, with ωB97M-V/def2-TZVPD.

```
! RIJCOSX wB97M-V def2-TZVPD def2/J DEFGRID3
* xyz 0 1
Tl -0.839 1.151 1.705
C -5.899 2.802 0.208
C -4.588 2.353 0.784
C -4.556 2.161 2.268
C -4.192 1.098 0.040
C -5.053 0.137 -0.462
C -4.229 -0.895 -1.068
C -4.859 -2.163 -1.571
C -4.078 -2.808 -2.728
C -6.319 -1.920 -1.980
N -2.965 -0.483 -0.920
N -2.902 0.794 -0.290
B -1.599 -1.235 -1.109
N -0.508 -0.229 -1.800
N -0.009 0.861 -1.087
C 0.477 1.697 -1.972
C 0.392 1.161 -3.306
C -0.194 -0.094 -3.132
C -0.346 -1.154 -4.166
C -1.568 -0.864 -5.037
C 0.973 -1.164 -4.951
C 1.161 2.917 -1.533
C 1.095 3.297 -0.022
C 2.565 2.995 -2.132
N -1.028 -1.815 0.209
N -1.324 -1.221 1.422
C -0.607 -1.927 2.357
C 0.091 -2.952 1.768
C -0.236 -2.866 0.388
C 0.256 -3.799 -0.686
C 1.827 -3.748 -0.703
C -0.219 -5.203 -0.392
C -0.577 -1.456 3.793
C 0.226 -2.419 4.713
C -2.001 -1.255 4.316
H -6.098 3.822 0.512
H -6.670 2.127 0.604
H -5.908 2.694 -0.906
H -3.818 3.115 0.554
H -5.399 1.542 2.679
H -4.596 3.075 2.888
H -3.611 1.623 2.539
H -6.154 0.184 -0.457
H -4.940 -2.883 -0.714
H -4.322 -2.318 -3.686
H -4.319 -3.853 -2.823
H -2.992 -2.740 -2.551
H -6.383 -1.019 -2.589
H -6.964 -1.812 -1.114
H -6.722 -2.776 -2.546
H -1.656 -2.147 -1.964
H 0.668 1.605 -4.305
H -0.544 -2.060 -3.579
H -1.515 0.115 -5.528
H -2.502 -0.807 -4.449
H -1.711 -1.615 -5.842
H 1.136 -0.311 -5.596
H 0.925 -2.044 -5.647
H 1.846 -1.423 -4.349
H 0.636 3.761 -2.050
H 1.658 2.559 0.555
H 0.102 3.493 0.315
H 1.718 4.209 0.110
H 3.101 2.115 -1.934
H 3.167 3.867 -1.673
H 2.486 3.201 -3.219
H 0.763 -3.678 2.304
H -0.136 -3.388 -1.632
H 2.179 -4.310 0.164
H 2.217 -2.705 -0.672
H 2.151 -4.225 -1.637
H 0.466 -5.749 0.256
H -0.279 -5.846 -1.311
H -1.216 -5.236 0.071
H -0.074 -0.461 3.837
H -0.146 -3.442 4.529
H 0.077 -2.204 5.756
H 1.290 -2.369 4.494
H -2.515 -2.158 4.659
H -2.620 -0.914 3.469
H -2.004 -0.530 5.129
S 6.906 2.666 3.597
C 5.208 2.279 3.601
C 4.367 2.875 4.560
C 2.981 2.614 4.529
N 2.557 1.766 3.565
C 3.333 1.099 2.745
C 4.697 1.392 2.637
C 7.341 2.711 1.914
C 7.216 3.906 1.162
C 7.428 3.870 -0.227
N 7.699 2.785 -0.916
C 7.955 1.654 -0.231
C 7.721 1.560 1.157
H 4.747 3.588 5.294
H 2.243 3.069 5.178
H 2.826 0.354 2.167
H 5.352 0.862 1.958
H 6.954 4.842 1.700
H 7.260 4.826 -0.826
H 8.273 0.813 -0.780
H 7.793 0.634 1.640
*
```

The energy comes out at -67372.1002 eV. For the HOMO energy, the calculation gives -0.2943 hartree. Its HOMO-LUMO gap is 8.12 eV. The lowest unoccupied orbital energy comes out at 0.109 eV.